Formula: C26H22AsCeN5O13
Source: OMol25
Level of theory: the ωB97M-V functional and the def2-TZVPD basis

2S+1: 1
ΔE to the lowest compared entry with this formula, charge and spin (kcal per mole): 0.0
Orbital gap (eV): 6.244
HOMO (eV): -8.21
LUMO energy (eV): -1.97
Strongest force on any atom (hartree/bohr): 0.0189
Total energy (eV): -135147.64868

Each line ends with the Löwdin charge.
Geometry (Å):
Ce1 0.52 0.69 -0.01  1.367
O1 4.45 1.20 4.86  0.172
C1 3.69 1.07 3.94  -0.219
C2 4.06 0.70 2.49  -0.258
O2 5.15 0.46 2.06  0.147
C3 2.78 0.70 1.76  -0.239
C4 1.72 0.95 2.60  -0.273
O3 0.44 0.92 2.22  -0.146
C5 2.17 1.25 3.97  -0.262
O4 1.49 1.60 4.90  0.138
O5 2.66 0.50 0.45  -0.130
C6 1.30 0.67 -3.52  -0.141
N1 1.06 1.48 -2.32  -0.060
C7 1.20 2.77 -2.39  -0.058
C8 1.02 3.61 -1.27  -0.316
C9 1.07 5.00 -1.19  -0.038
C10 0.83 5.33 0.15  -0.081
C11 0.65 4.12 0.83  -0.132
N2 0.76 3.08 -0.02  -0.062
C12 2.37 -0.36 -3.25  -0.199
C13 2.22 -1.23 -2.18  -0.063
C14 3.19 -2.16 -1.86  -0.045
C15 4.34 -2.23 -2.63  -0.071
C16 4.50 -1.38 -3.71  -0.071
C17 3.53 -0.43 -4.02  -0.033
H1 1.58 1.31 -4.36  0.117
H2 0.37 0.17 -3.78  0.121
H3 1.45 3.24 -3.34  0.141
H4 1.27 5.68 -2.00  0.104
H5 0.80 6.31 0.60  0.091
H6 0.46 3.95 1.88  0.117
H7 1.30 -1.20 -1.62  0.056
H8 3.05 -2.81 -1.01  0.116
H9 5.11 -2.95 -2.39  0.106
H10 5.40 -1.43 -4.31  0.104
H11 3.67 0.25 -4.85  0.111
C18 -3.35 2.96 1.40  -0.179
As1 -3.26 1.34 0.40  1.080
C19 -4.40 1.55 -1.11  -0.178
C20 -3.81 -0.03 1.59  -0.160
O6 -1.64 1.15 -0.04  -0.556
H12 -4.38 3.14 1.72  0.050
H13 -3.00 3.78 0.78  0.055
H14 -2.70 2.86 2.27  0.057
H15 -5.00 2.44 -0.96  0.046
H16 -5.02 0.67 -1.23  0.044
H17 -3.76 1.66 -1.99  0.055
H18 -4.84 0.17 1.89  0.056
H19 -3.15 0.02 2.46  0.063
H20 -3.74 -1.01 1.12  0.029
O7 -4.48 -5.48 0.23  0.082
N3 -3.55 -5.51 1.00  -0.356
O8 -3.38 -6.34 1.87  0.097
C21 -2.55 -4.43 0.90  -0.122
C22 -1.51 -4.37 1.81  0.099
C23 -0.58 -3.36 1.72  -0.021
C24 -0.59 -2.40 0.67  -0.229
O9 0.31 -1.52 0.51  -0.133
C25 -1.71 -2.52 -0.20  -0.050
C26 -2.68 -3.49 -0.09  0.077
N4 -1.94 -1.47 -1.19  -0.290
O10 -3.09 -1.17 -1.45  0.070
O11 -0.97 -0.92 -1.70  0.024
N5 0.46 -3.31 2.77  -0.330
O12 0.94 -2.24 3.02  0.135
O13 0.70 -4.36 3.35  0.093
H21 -1.42 -5.10 2.60  0.141
H22 -3.52 -3.53 -0.77  0.140